Entry 1:
The following is a DFT calculation (ωB97M-V/def2-TZVPD) of a molecular structure, C17H34AsN4O4S2V.

Positions of all 63 atoms, in Å:
As: 3.32 0.33 1.84
V: 0.22 -0.88 -0.40
S: 1.61 -3.13 1.19
S: 1.41 0.82 1.02
O: 2.01 -2.19 0.13
O: 0.53 -2.06 -2.11
O: -0.65 -2.70 -0.41
O: 0.70 -2.56 2.15
N: -1.58 -0.31 -1.42
N: 0.96 0.58 -1.77
N: 0.98 -4.54 0.63
N: -1.12 -0.54 1.22
C: -0.12 1.56 -2.01
C: 4.72 -0.30 0.66
C: 0.01 -3.00 -1.45
C: 4.05 2.06 2.32
C: 5.27 -4.61 1.92
C: 4.01 -4.72 3.96
C: 2.94 -4.10 3.34
C: -2.20 0.39 0.83
C: 4.21 -3.99 1.29
C: 6.31 -5.72 3.93
C: 1.25 -4.99 -0.74
C: 3.22 -0.51 3.59
C: 3.05 -3.73 2.01
C: -2.72 -0.11 -0.50
C: 0.23 -4.44 -1.77
C: 5.18 -5.00 3.26
C: -1.34 0.76 -2.42
H: -2.21 1.41 -2.52
H: -3.21 -1.08 -0.34
H: 3.35 2.60 2.95
H: 1.79 1.07 -1.47
H: -0.68 -0.23 2.08
H: 4.98 1.91 2.86
H: 6.17 -4.82 1.37
H: -3.00 0.42 1.57
H: 6.13 -6.80 3.88
H: 4.25 2.64 1.42
H: 0.04 -4.70 0.95
H: 6.39 -5.45 4.98
H: 2.25 -4.65 -1.00
H: 2.02 -3.89 3.89
H: -1.77 1.39 0.73
H: 3.15 0.31 4.30
H: -3.46 0.57 -0.92
H: 1.19 0.10 -2.64
H: 2.35 -1.15 3.67
H: -0.72 -4.97 -1.68
H: 0.14 2.28 -2.79
H: 4.13 -1.08 3.78
H: 1.25 -6.07 -0.74
H: 0.63 -4.55 -2.78
H: 3.92 -5.01 5.00
H: 5.06 0.56 0.09
H: 4.28 -3.72 0.24
H: 4.38 -1.08 -0.01
H: 5.54 -0.67 1.29
H: 7.26 -5.52 3.43
H: -0.29 2.10 -1.08
H: -1.15 0.30 -3.39
H: -1.76 -1.16 -1.94
H: -1.50 -1.47 1.41

- HOMO (spin up / spin down): -14.461 / -14.465 eV
- Spin multiplicity: 3
- ⟨S²⟩: 2.016
- M: 548.48 g mol⁻¹
- Relative energy (zero: lowest compared OMol25 entry of this formula, charge and spin): 0.167 eV
- Electronic energy: -140518.3753 eV
- Charge: +2

Atom charges from the Mulliken analysis, given in e for atoms 1 to 4: atom 1 (As): 0.831, atom 2 (V): 0.492, atom 3 (S): 1.634, atom 4 (S): -0.535

=====

Entry 2:
The following is a DFT calculation (ωB97M-V/def2-TZVPD) of 3 unconnected molecules or ions with the total composition C17H34Br2F3N6O4.

Positions of all 66 atoms, in Å:
Br: -2.14 6.14 0.34
Br: 0.09 4.59 -1.61
F: -3.47 4.83 -1.56
F: -1.98 3.02 -2.24
F: -3.41 3.73 0.33
O: -1.43 -2.94 1.61
O: -0.92 -1.38 -3.20
O: 2.05 -1.55 -2.06
O: 3.65 0.87 2.07
N: -2.31 -3.58 3.61
N: -0.46 -0.07 2.00
N: 1.35 0.45 0.68
N: -1.62 -2.81 -4.81
N: 0.39 2.19 1.87
N: 4.00 2.93 1.07
C: 2.31 1.40 0.17
C: 0.42 0.84 1.50
C: -1.50 -1.60 -4.26
C: 4.55 3.09 -0.30
C: -1.09 2.46 -0.17
C: -1.03 -3.95 -4.13
C: -1.51 3.59 -1.10
C: -2.52 -2.22 4.05
C: -2.67 4.48 -0.52
C: 1.00 -1.11 -1.22
C: 1.49 -0.94 0.24
C: 5.05 3.13 2.08
C: -1.77 -3.80 2.40
C: -0.74 2.94 1.24
C: -2.69 -4.67 4.49
C: 3.40 1.69 1.21
C: -2.32 -3.02 -6.07
H: 2.78 0.99 -0.72
H: -3.18 -1.70 3.35
H: -1.62 2.95 1.87
H: -1.98 -0.80 -4.84
H: -1.66 -4.87 2.17
H: -1.46 -4.06 -3.14
H: 2.55 -1.16 0.27
H: -1.64 -3.44 -6.81
H: -0.27 1.96 -0.68
H: -1.12 0.31 2.65
H: 3.76 3.24 -1.02
H: 4.59 3.41 3.02
H: -2.14 -4.61 5.43
H: 0.24 2.22 2.87
H: -1.21 -4.85 -4.71
H: -2.47 -5.63 4.02
H: 1.88 2.35 -0.14
H: -0.41 3.97 1.17
H: -1.56 -1.69 4.08
H: -2.70 -2.07 -6.45
H: 5.69 2.26 2.20
H: -3.15 -3.70 -5.92
H: 5.15 2.22 -0.57
H: -2.96 -2.21 5.04
H: 5.68 3.95 1.77
H: 0.64 -0.16 -1.60
H: 1.01 -1.62 0.94
H: 5.17 3.98 -0.33
H: -3.76 -4.62 4.71
H: 0.05 -3.80 -4.02
H: 2.62 -0.80 -2.26
H: -1.95 1.79 -0.13
H: 0.21 -1.85 -1.27
H: -0.91 -0.67 1.31

- HOMO: -11.326 eV
- Spin multiplicity: 1
- M: 603.30 g mol⁻¹
- Electronic energy: -183542.5233 eV
- Charge: +1

Atom charges from the Mulliken analysis, given in e for atoms 1 to 4: atom 1 (Br): -0.079, atom 2 (Br): 0.002, atom 3 (F): -0.210, atom 4 (F): -0.343

=====

Entry 3:
The following is a DFT calculation (ωB97M-V/def2-TZVPD) of 2 unconnected molecules or ions with the total composition C17H34BrO8PS.

Positions of all 62 atoms, in Å:
Br: 1.72 2.14 -1.99
S: -0.10 -1.10 -4.68
P: 2.10 3.29 -0.07
O: 2.45 4.54 3.95
O: 3.76 3.80 -0.20
O: 0.92 -0.98 -5.93
O: 0.55 -1.81 -3.61
O: -0.33 1.24 1.66
O: 2.94 2.76 2.37
O: 2.20 -2.92 2.43
O: -1.40 -1.49 -5.17
C: 0.84 -3.20 2.90
C: 2.66 -0.42 2.06
C: 2.39 0.68 0.90
C: -2.29 -0.27 2.10
C: 1.47 -2.18 -6.47
C: -2.91 -1.04 3.39
C: -3.81 -0.57 -0.01
C: 2.22 3.46 3.39
C: 0.50 2.33 2.09
C: -3.28 1.86 0.75
C: 0.96 2.45 3.63
C: -3.52 0.38 1.29
C: 0.46 -2.95 -7.29
C: 2.04 -1.82 1.49
C: 1.97 2.12 1.46
C: -1.25 0.81 2.69
C: -0.16 0.62 -4.27
H: 3.32 0.71 0.22
H: 0.94 -1.60 1.26
H: -1.76 1.67 3.26
H: -1.74 -1.04 1.46
H: -0.47 1.19 -5.16
H: 2.56 -2.02 0.49
H: 0.82 0.94 -3.93
H: 3.80 -0.54 2.17
H: -0.64 0.24 3.50
H: -4.49 0.33 1.91
H: -3.43 -1.62 0.27
H: 4.31 3.04 0.12
H: -2.37 1.90 0.05
H: 0.01 -2.31 -8.05
H: 2.22 -0.15 3.07
H: 0.93 -3.81 -7.78
H: 0.18 -3.57 2.03
H: -3.06 -2.16 3.14
H: 1.44 1.55 4.14
H: -2.20 -0.99 4.29
H: 0.89 -3.95 3.76
H: 2.30 -1.88 -7.11
H: 1.89 -2.80 -5.67
H: -3.29 -0.19 -0.96
H: -3.25 2.63 1.59
H: 1.54 0.26 0.25
H: 0.18 2.92 4.33
H: -4.19 2.12 0.08
H: -0.35 -3.33 -6.67
H: -4.93 -0.62 -0.27
H: -3.91 -0.62 3.74
H: 0.37 -2.21 3.29
H: 0.20 3.40 1.83
H: -0.90 0.75 -3.48

- HOMO: -8.973 eV
- Spin multiplicity: 1
- M: 509.40 g mol⁻¹
- Electronic energy: -124722.8130 eV
- Structure (SMILES): COCCC[C@]1(P(O)Br)OC(=O)C[C@@H]1OC[C@@H](C)C(C)C.CCOS(C)(=O)=O

Atom charges from the Mulliken analysis, given in e for atoms 1 to 4: atom 1 (Br): 0.012, atom 2 (S): 1.184, atom 3 (P): 0.094, atom 4 (O): -0.554

=====

Entry 4:
The following is a DFT calculation (ωB97M-V/def2-TZVPD) of 12 unconnected molecules or ions with the total composition C17H34Cl22N2OPS.

Positions of all 78 atoms, in Å:
Cl: 3.42 -0.46 -7.57
Cl: 4.64 -5.95 4.85
Cl: -0.55 3.50 -4.54
Cl: -12.76 1.64 1.19
Cl: -1.31 0.40 2.60
Cl: 0.82 1.10 -3.60
Cl: -5.31 1.64 1.59
Cl: 1.27 -4.15 0.90
Cl: 4.96 0.83 -5.44
Cl: -8.75 -2.01 2.67
Cl: -12.78 -1.27 1.07
Cl: -0.14 -6.60 4.55
Cl: 5.33 -8.29 3.22
Cl: -2.21 -0.34 5.28
Cl: 8.69 1.68 -4.88
Cl: -3.79 1.11 -1.62
Cl: 1.93 -8.10 3.14
Cl: -9.94 -0.44 4.82
Cl: 9.99 2.86 -7.22
Cl: 2.23 -3.50 -1.77
Cl: -4.25 3.37 -3.40
Cl: -6.58 0.57 4.00
S: 2.08 3.05 -1.83
P: 5.53 0.87 -0.82
O: -0.33 2.09 -0.66
N: 0.36 0.44 0.62
N: 1.38 1.03 -0.01
C: 2.72 4.45 -0.84
C: -9.31 -2.02 4.34
C: 1.02 -3.14 -0.53
C: 3.63 -0.28 -5.82
C: -3.44 2.81 -1.94
C: 5.20 2.69 -0.59
C: 1.04 2.03 -0.80
C: -0.72 1.14 0.19
C: 5.67 -7.38 4.70
C: -0.28 1.78 -4.81
C: 4.16 2.79 0.58
C: -6.65 0.67 2.24
C: -2.49 0.70 3.89
C: 3.27 4.06 0.57
C: 8.67 1.83 -6.65
C: -12.67 0.15 2.13
C: 1.40 -6.51 3.69
H: 7.73 2.26 -6.96
H: -3.78 3.41 -1.10
H: -7.59 1.13 1.95
H: -6.59 -0.33 1.83
H: -3.49 0.52 3.50
H: 6.71 -7.06 4.68
H: 1.11 -2.10 -0.24
H: -1.75 0.92 0.47
H: 8.79 0.84 -7.08
H: 5.50 -8.03 5.56
H: 1.28 -5.86 2.82
H: -8.47 -2.28 4.99
H: -10.09 -2.76 4.45
H: 6.16 3.16 -0.28
H: 0.03 -3.34 -0.93
H: 3.90 4.91 0.91
H: 0.15 1.65 -5.80
H: 2.15 -6.10 4.35
H: -11.72 0.12 2.66
H: -2.40 1.74 4.20
H: 3.57 4.88 -1.42
H: -1.23 1.26 -4.75
H: 2.71 0.12 -5.40
H: 6.40 0.58 -1.89
H: 2.47 3.96 1.33
H: 4.68 2.74 1.56
H: 4.27 0.21 -0.96
H: -2.37 2.94 -2.06
H: -13.49 0.12 2.83
H: 4.85 3.10 -1.56
H: 3.53 1.87 0.54
H: 3.84 -1.25 -5.39
H: 1.98 5.28 -0.75
H: 6.03 0.42 0.43

- HOMO: -11.854 eV
- Spin multiplicity: 1
- M: 1125.48 g mol⁻¹
- Electronic energy: -318816.2520 eV
- Charge: +1

Atom charges from the Mulliken analysis, given in e for atoms 1 to 4: atom 1 (Cl): -0.149, atom 2 (Cl): -0.157, atom 3 (Cl): -0.136, atom 4 (Cl): -0.159

=====

Entry 5:
The following is a DFT calculation (ωB97M-V/def2-TZVPD) of a molecular structure, C17H34CuN2O4.

Positions of all 58 atoms, in Å:
Cu: -2.51 -5.07 1.06
O: 4.83 -0.35 0.64
O: 0.24 3.11 0.92
O: 3.44 1.79 0.92
O: -2.77 1.63 -3.07
N: -1.43 2.23 -1.24
N: -2.96 0.15 1.42
C: -4.14 -0.42 -1.48
C: -1.97 2.24 0.15
C: -2.85 0.27 -1.06
C: -2.98 1.03 0.26
C: -2.68 -3.06 2.44
C: 5.71 -1.63 -1.26
C: -0.89 2.34 1.24
C: 1.27 2.46 0.21
C: -2.30 -2.22 1.20
C: 5.57 -1.50 0.26
C: 4.82 2.07 0.92
C: -1.85 -0.79 1.54
C: -2.76 -1.70 -3.28
C: 5.63 0.76 0.96
C: -4.00 -1.66 -2.38
C: 2.64 2.94 0.70
C: -2.38 1.40 -1.96
H: 6.09 0.62 1.95
H: 1.18 2.65 -0.87
H: -3.14 0.66 2.27
H: -0.58 1.67 -1.26
H: -3.98 1.49 0.25
H: -0.57 1.35 1.59
H: 2.49 3.50 1.64
H: -2.19 -2.72 3.36
H: -4.00 -2.56 -1.75
H: -4.68 -0.71 -0.58
H: -1.02 -0.52 0.88
H: -1.44 -0.76 2.55
H: -3.17 -2.16 0.54
H: 6.45 0.84 0.24
H: -1.85 -1.92 -2.71
H: -3.75 -3.08 2.62
H: 3.12 3.61 -0.02
H: 6.73 -1.84 -1.57
H: -2.61 -0.75 -3.80
H: 5.07 2.67 1.80
H: -2.01 -0.43 -0.99
H: -4.88 -1.74 -3.01
H: 6.57 -1.47 0.73
H: 5.05 -2.36 0.68
H: -1.48 -2.70 0.65
H: 5.40 -0.70 -1.73
H: 5.07 -2.43 -1.65
H: -2.58 3.14 0.23
H: 5.09 2.65 0.03
H: -4.77 0.32 -1.99
H: -2.30 -4.12 2.38
H: -2.86 -2.48 -4.03
H: -1.35 2.85 2.09
H: 1.25 1.37 0.37

- HOMO: -11.142 eV
- Spin multiplicity: 1
- M: 394.02 g mol⁻¹
- Electronic energy: -73979.1137 eV
- Charge: +1

Atom charges from the Mulliken analysis, given in e for atoms 1 to 4: atom 1 (Cu): 0.526, atom 2 (O): -0.343, atom 3 (O): -0.386, atom 4 (O): -0.169

=====

Entry 6:
The following is a DFT calculation (ωB97M-V/def2-TZVPD) of a molecular structure, C17H34F6N6O4PSTa.

Positions of all 70 atoms, in Å:
Ta: 0.94 -0.33 -0.25
S: 1.03 0.20 -2.69
P: -1.80 2.23 -0.76
F: 3.67 -1.79 2.84
F: 4.28 -0.32 1.36
F: 4.24 -4.42 0.94
F: 5.42 -2.14 1.63
F: 2.37 -4.40 -0.13
F: 2.40 -3.91 1.97
O: -0.58 1.47 -1.23
O: 1.21 1.06 0.66
O: 2.08 -1.62 0.46
O: 1.23 -2.36 -1.71
N: -1.47 3.79 -0.43
N: 0.87 -0.76 2.73
N: 1.59 -2.34 -2.97
N: -2.36 1.42 0.57
N: -2.99 2.13 -1.90
N: -1.47 -1.34 5.69
C: 3.08 -3.78 0.81
C: -0.37 -0.93 3.44
C: 2.48 -2.23 -5.55
C: -2.57 0.01 0.38
C: -2.62 2.61 -3.25
C: 2.39 -3.45 -4.88
C: 4.19 -1.64 1.59
C: -4.41 2.22 -1.59
C: 4.12 -2.15 -0.82
C: -0.31 4.09 0.42
C: 1.94 -3.49 -3.59
C: 1.67 -1.14 -3.59
C: -3.23 2.07 1.55
C: 2.12 -1.08 -4.90
C: -2.52 4.81 -0.44
C: -0.16 -1.13 4.94
C: 3.32 -2.29 0.48
H: 1.84 -4.38 -2.99
H: -2.74 3.69 -3.35
H: 2.67 -4.38 -5.36
H: -4.24 2.29 1.18
H: 0.32 -0.27 5.40
H: 2.84 -2.19 -6.57
H: -0.56 4.04 1.49
H: -0.89 -1.80 3.03
H: -2.09 -0.53 5.59
H: 0.03 5.10 0.20
H: -3.27 2.12 -3.97
H: 2.16 -0.11 -5.39
H: -2.04 5.79 -0.42
H: -4.68 1.51 -0.81
H: 0.44 -2.01 5.14
H: -1.59 2.34 -3.46
H: -3.20 4.75 0.41
H: -1.97 -2.16 5.34
H: -4.74 3.22 -1.29
H: -2.65 -0.50 1.34
H: 1.36 0.07 3.02
H: 4.29 -1.09 -1.02
H: -3.44 -0.25 -0.23
H: -1.72 -0.45 -0.18
H: -2.77 2.99 1.89
H: 0.49 3.38 0.21
H: 1.45 -1.58 2.87
H: -3.09 4.76 -1.37
H: 5.08 -2.64 -0.73
H: -0.99 -0.04 3.26
H: -4.97 1.94 -2.48
H: -1.31 -1.48 6.69
H: 3.56 -2.59 -1.64
H: -3.34 1.41 2.42

- HOMO: -13.424 eV
- Spin multiplicity: 1
- M: 744.47 g mol⁻¹
- Relative energy (zero: lowest compared OMol25 entry of this formula, charge and spin): 4.372 eV
- Electronic energy: -73280.3970 eV
- Charge: +2

Atom charges from the Mulliken analysis, given in e for atoms 1 to 4: atom 1 (Ta): 0.982, atom 2 (S): -0.285, atom 3 (P): -0.791, atom 4 (F): -0.248

=====

Entry 7:
The following is a DFT calculation (ωB97M-V/def2-TZVPD) of 3 unconnected molecules or ions with the total composition C17H34FO7PSi.

Positions of all 61 atoms, in Å:
P: -4.64 -3.69 1.17
Si: -2.59 -2.74 1.10
F: -0.99 1.15 4.14
O: 1.01 0.49 1.50
O: -4.51 -5.16 1.86
O: 2.84 5.99 -3.23
O: -5.19 -3.74 -0.19
O: 2.95 3.78 -3.54
O: 1.46 1.16 -0.57
O: -5.55 -2.95 2.26
C: 0.75 6.47 -4.20
C: 2.31 4.79 -3.58
C: -1.94 -2.21 2.79
C: 1.09 -4.43 1.54
C: 1.06 -3.97 0.08
C: 1.79 0.94 0.71
C: 3.24 1.32 0.94
C: -0.97 -0.24 4.02
C: 1.83 7.01 -3.27
C: -0.18 -1.96 -1.07
C: -1.15 -0.89 -0.52
C: 2.61 1.61 -1.32
C: 0.93 -2.44 -0.11
C: -2.57 -1.39 -0.18
C: -2.08 -0.70 3.09
C: 3.56 2.18 -0.28
C: 0.85 4.97 -3.96
H: 0.62 4.36 -4.83
H: 0.09 -4.53 1.96
H: 2.29 2.34 -2.06
H: -3.66 -5.57 1.65
H: 3.35 1.83 1.89
H: 3.83 0.40 0.96
H: -2.46 -2.77 3.57
H: -6.34 -3.47 2.48
H: -1.27 -0.13 -1.29
H: 3.04 0.75 -1.84
H: 0.30 -1.51 -1.95
H: -0.89 -2.51 2.85
H: 1.88 -2.09 -0.52
H: 0.24 4.63 -3.12
H: 2.29 7.93 -3.62
H: -0.71 -0.39 0.34
H: -3.21 -0.56 0.13
H: -3.03 -0.55 3.60
H: 1.97 -4.32 -0.40
H: -2.06 -0.08 2.19
H: 4.60 2.15 -0.59
H: 3.31 3.22 -0.07
H: -3.03 -1.82 -1.07
H: 0.00 -0.54 3.64
H: 1.00 6.70 -5.24
H: 1.46 7.16 -2.25
H: 1.60 -5.39 1.64
H: -0.24 6.89 -4.00
H: -1.11 -0.66 5.02
H: 0.82 -1.94 0.86
H: 0.24 -4.48 -0.44
H: 1.65 -3.71 2.16
H: -0.73 -2.82 -1.46
H: -1.76 -3.87 0.61

- HOMO: -9.619 eV
- Spin multiplicity: 1
- M: 428.51 g mol⁻¹
- Electronic energy: -52400.1105 eV
- Structure (SMILES): CCCCCC[Si@@H](CCCF)P(=O)(O)O.O=C1CCCO1.O=C1CCCO1

Atom charges from the Mulliken analysis, given in e for atoms 1 to 4: atom 1 (P): 0.951, atom 2 (Si): -0.042, atom 3 (F): -0.337, atom 4 (O): -0.580